(1)
Here is a 6-piece molecular cluster, C48H39IN2O21 overall from the Open Molecules 2025 dataset. Energies are from ωB97M-V/def2-TZVPD.

```
111
Properties=species:S:1:pos:R:3
C 1.73 -1.66 5.15
C 2.52 -2.54 4.54
C 3.36 -3.53 3.55
C 3.72 -2.64 2.22
C 5.13 -1.97 2.10
C 5.52 -1.07 0.84
C 6.98 -0.40 0.75
C 7.31 -0.18 -0.84
O 7.64 -1.19 -1.56
I 7.13 1.80 -1.76
C 4.39 -0.91 -0.27
C 2.94 -1.59 -0.15
N 2.01 -1.37 -1.25
C 0.74 -2.03 -1.04
C -0.37 -1.89 -2.23
C -1.23 -3.24 -2.47
C -1.28 -0.55 -2.10
C -0.45 0.83 -2.15
C -0.90 1.81 -3.40
C 0.41 -2.85 0.26
N 1.30 -3.10 1.38
C 2.57 -2.45 1.11
H 1.24 -0.66 5.46
H 2.75 -4.45 3.24
H 4.33 -3.84 4.10
H 5.92 -2.14 2.92
H 7.03 0.61 1.33
H 7.84 -1.08 1.17
H 4.62 -0.27 -1.21
H 0.26 -1.74 -3.20
H -2.00 -3.07 -3.32
H -1.73 -3.55 -1.48
H -0.47 -4.05 -2.83
H -1.97 -0.65 -1.17
H -1.98 -0.56 -3.03
H 0.69 0.71 -2.24
H -0.75 1.43 -1.19
H -0.98 2.91 -3.02
H -1.96 1.50 -3.73
H -0.15 1.76 -4.28
H -0.65 -3.31 0.34
O -3.75 -2.56 -0.69
C -4.76 -3.22 -0.48
C -6.03 -2.95 -1.18
C -7.12 -3.68 -0.92
O -8.30 -3.44 -1.56
C -7.09 -4.78 0.08
O -8.11 -5.41 0.31
C -5.82 -5.06 0.76
C -4.73 -4.34 0.50
O -3.54 -4.59 1.12
H -6.03 -2.14 -1.90
H -8.93 -4.09 -1.20
H -5.81 -5.88 1.47
H -2.91 -3.93 0.76
O 4.14 -3.59 -7.96
C 4.22 -3.13 -6.83
C 3.05 -2.65 -6.10
C 3.18 -2.14 -4.87
O 2.09 -1.69 -4.17
C 4.50 -2.05 -4.21
O 4.58 -1.57 -3.09
C 5.68 -2.55 -4.93
C 5.55 -3.06 -6.16
O 6.63 -3.54 -6.85
H 2.09 -2.72 -6.59
H 2.45 -1.37 -3.30
H 6.63 -2.50 -4.43
H 6.27 -3.85 -7.70
O -1.19 5.24 8.13
C -0.81 4.33 7.41
C -1.73 3.31 6.88
C -1.28 2.32 6.11
O -2.13 1.37 5.61
C 0.16 2.21 5.75
O 0.54 1.28 5.06
C 1.08 3.24 6.26
C 0.63 4.24 7.03
O 1.47 5.20 7.50
H -2.78 3.40 7.15
H -1.56 0.77 5.09
H 2.12 3.16 5.97
H 0.90 5.80 8.03
O 3.81 7.95 -3.68
C 2.81 7.29 -3.48
C 1.54 7.56 -4.17
C 0.46 6.83 -3.91
O -0.73 7.06 -4.55
C 0.48 5.72 -2.91
O -0.53 5.09 -2.68
C 1.76 5.44 -2.23
C 2.84 6.17 -2.50
O 4.03 5.91 -1.88
H 1.53 8.36 -4.90
H -1.36 6.41 -4.19
H 1.77 4.62 -1.52
H 4.66 6.57 -2.23
O -5.82 -0.55 0.59
C -5.79 -0.07 1.72
C -6.99 0.40 2.41
C -6.91 0.92 3.64
O -8.02 1.36 4.30
C -5.60 1.05 4.34
O -5.56 1.55 5.45
C -4.40 0.56 3.66
C -4.48 0.03 2.43
O -3.37 -0.43 1.78
H -7.93 0.30 1.89
H -7.70 1.70 5.16
H -3.46 0.64 4.18
H -3.69 -0.76 0.92
```

For the calculated total energy, the calculation gives -3839.283636 hartree. The HOMO energy comes out at -8.430 eV. As for the SMILES: C#CCc1cc(CC(=O)I)cc2nc([C@@H](C)CCC)cnc12.O=C1C=C(O)C(=O)C=C1O.O=C1C=C(O)C(=O)C=C1O.O=C1C=C(O)C(=O)C=C1O.O=C1C=C(O)C(=O)C=C1O.O=C1C=C(O)C(=O)C=C1O.



(2)
Here is C48H39KN6P as an isolated structure from the Open Molecules 2025 dataset. Energies are from ωB97M-V/def2-TZVPD.

```
95
Properties=species:S:1:pos:R:3
K 0.37 -0.21 0.16
C -2.54 3.12 -3.62
N -2.45 1.96 -2.73
C -1.55 1.74 -1.73
N -1.73 0.53 -1.21
C -2.76 -0.04 -1.91
C -3.23 0.84 -2.85
C -4.30 0.68 -3.84
C -5.47 1.43 -3.76
C -6.49 1.25 -4.69
C -6.34 0.31 -5.70
C -5.18 -0.45 -5.78
C -4.17 -0.26 -4.86
C -3.21 -1.41 -1.61
C -2.27 -2.41 -1.39
C -2.66 -3.71 -1.10
C -4.01 -4.02 -1.03
C -4.96 -3.03 -1.26
C -4.56 -1.74 -1.55
P -0.32 3.02 -1.28
C -0.23 2.97 0.54
N -0.12 1.92 1.34
C -0.05 2.40 2.61
C -0.10 3.77 2.59
N -0.23 4.12 1.27
C -0.37 5.49 0.78
C -0.08 4.74 3.70
C 0.89 5.73 3.79
C 0.91 6.60 4.87
C -0.03 6.48 5.88
C -1.00 5.48 5.81
C -1.02 4.62 4.72
C 0.05 1.46 3.74
C -0.70 0.29 3.71
C -0.61 -0.64 4.74
C 0.24 -0.40 5.81
C 0.98 0.77 5.86
C 0.89 1.70 4.83
C 1.28 2.31 -1.79
N 1.96 1.31 -1.24
C 3.11 1.18 -1.97
C 3.14 2.12 -2.97
N 1.97 2.83 -2.85
C 1.50 3.84 -3.79
C 4.15 2.34 -4.03
C 4.39 1.32 -4.94
C 5.36 1.47 -5.92
C 6.09 2.65 -6.00
C 5.85 3.67 -5.09
C 4.88 3.52 -4.10
C 4.12 0.15 -1.65
C 5.47 0.44 -1.63
C 6.40 -0.55 -1.32
C 5.97 -1.84 -1.03
C 4.62 -2.14 -1.06
C 3.70 -1.15 -1.38
H -1.92 3.91 -3.23
H -3.58 3.46 -3.66
H -2.22 2.85 -4.62
H -5.59 2.15 -2.96
H -7.39 1.84 -4.62
H -7.14 0.16 -6.42
H -5.07 -1.19 -6.56
H -3.26 -0.86 -4.91
H -1.21 -2.18 -1.50
H -1.91 -4.48 -0.94
H -4.33 -5.03 -0.80
H -6.01 -3.27 -1.22
H -5.31 -0.97 -1.72
H -0.82 6.09 1.56
H -1.02 5.48 -0.09
H 0.59 5.91 0.51
H 1.64 5.82 3.01
H 1.67 7.37 4.92
H -0.01 7.15 6.72
H -1.73 5.38 6.59
H -1.77 3.84 4.66
H -1.39 0.13 2.89
H -1.21 -1.54 4.71
H 0.32 -1.12 6.62
H 1.64 0.96 6.69
H 1.48 2.61 4.86
H 2.36 4.25 -4.32
H 0.99 4.64 -3.24
H 0.82 3.40 -4.51
H 3.83 0.39 -4.87
H 5.55 0.67 -6.62
H 6.85 2.77 -6.76
H 6.42 4.59 -5.14
H 4.71 4.31 -3.38
H 5.81 1.44 -1.84
H 7.45 -0.31 -1.30
H 6.69 -2.61 -0.79
H 4.28 -3.15 -0.86
H 2.65 -1.40 -1.45
```

For the calculated total energy, the calculation gives -3122.307955 hartree. The HOMO energy comes out at -10.289 eV. Its net charge is +1.



(3)
Here is C48H39N4O4PtS2Se as an isolated structure from the Open Molecules 2025 dataset. Energies are from ωB97M-V/def2-TZVPD.

```
99
Properties=species:S:1:pos:R:3
Pt 0.30 0.82 -1.21
O 1.52 -0.50 -2.14
N 1.19 -1.33 -3.11
N 0.00 -1.33 -3.53
O -0.94 -0.58 -3.12
C -0.28 -2.24 -4.62
C 0.74 -2.83 -5.35
C 0.42 -3.66 -6.41
C -0.91 -3.90 -6.73
C -1.92 -3.31 -5.98
C -1.61 -2.47 -4.92
H 1.78 -2.63 -5.09
H 1.20 -4.12 -6.99
H -1.16 -4.55 -7.56
H -2.96 -3.50 -6.22
H -2.37 -1.99 -4.32
C 4.78 -4.29 1.11
C 3.53 -3.51 0.84
C 2.30 -4.16 0.74
C 1.13 -3.46 0.48
C 1.22 -2.08 0.31
C 2.43 -1.41 0.39
C 3.57 -2.13 0.66
S -0.29 -1.18 0.06
O -1.24 -2.01 -0.69
C -0.93 -1.21 1.77
C -2.04 -2.07 1.95
C -2.63 -2.14 3.18
C -2.17 -1.36 4.26
C -2.81 -1.40 5.53
C -2.37 -0.61 6.55
C -1.28 0.26 6.36
C -0.64 0.32 5.15
C -1.06 -0.50 4.07
C -0.43 -0.45 2.80
C 0.73 0.44 2.57
C 2.02 0.13 3.09
C 2.25 -1.01 3.88
C 3.52 -1.30 4.32
C 4.60 -0.46 3.99
C 4.40 0.65 3.22
C 3.11 0.97 2.74
C 2.89 2.09 1.90
C 1.65 2.37 1.41
C 0.57 1.54 1.77
S -1.07 1.87 1.13
O -0.78 2.39 -0.28
C -1.47 3.21 2.22
C -0.84 4.45 2.20
C -1.19 5.38 3.16
C -2.14 5.10 4.14
C -2.48 6.11 5.20
C -2.75 3.85 4.13
C -2.44 2.90 3.17
H 4.57 -5.21 1.65
H 5.50 -3.70 1.68
H 5.26 -4.57 0.17
H 2.25 -5.24 0.87
H 0.18 -3.96 0.39
H 2.47 -0.34 0.22
H 4.52 -1.62 0.73
H -2.40 -2.63 1.11
H -3.48 -2.80 3.33
H -3.65 -2.06 5.67
H -2.86 -0.64 7.51
H -0.94 0.89 7.17
H 0.20 0.99 5.01
H 1.43 -1.67 4.13
H 3.69 -2.18 4.93
H 5.59 -0.70 4.35
H 5.23 1.29 2.95
H 3.73 2.72 1.63
H 1.49 3.21 0.74
H -0.11 4.68 1.44
H -0.71 6.36 3.15
H -2.07 7.09 4.96
H -2.09 5.80 6.17
H -3.56 6.21 5.30
H -3.50 3.61 4.88
H -2.93 1.94 3.16
C -2.16 2.64 -3.53
N -1.20 2.01 -4.41
C 0.11 1.89 -4.18
Se 1.12 2.51 -2.71
N 0.65 1.19 -5.19
C -0.34 0.80 -6.08
C -0.31 0.03 -7.24
C -1.52 -0.19 -7.86
C -2.72 0.34 -7.35
C -2.74 1.10 -6.20
C -1.52 1.32 -5.57
H -1.67 2.92 -2.60
H -2.96 1.93 -3.31
H -2.57 3.53 -4.01
H 1.63 0.94 -5.20
H 0.61 -0.39 -7.62
H -1.55 -0.79 -8.76
H -3.64 0.13 -7.87
H -3.66 1.50 -5.80
```

For the calculated total energy, the calculation gives -5689.369710 hartree. The HOMO energy comes out at -10.244 eV. Its net charge is +1.



(4)
Here is a 10-piece molecular cluster, C48H40Br6O14 overall from the Open Molecules 2025 dataset. Energies are from ωB97M-V/def2-TZVPD.

```
108
Properties=species:S:1:pos:R:3
O -24.96 21.18 28.10
C -24.19 20.25 28.11
C -22.77 20.41 28.34
C -21.93 19.40 28.67
C -22.43 18.01 28.98
O -21.83 17.25 29.74
C -23.73 17.74 28.31
C -24.53 18.76 27.94
H -22.39 21.42 28.36
H -20.91 19.67 28.87
H -24.01 16.71 28.13
H -25.55 18.66 27.61
O -19.47 16.41 21.79
C -18.93 15.82 20.81
C -19.53 15.78 19.56
C -18.83 15.27 18.44
C -17.52 14.61 18.50
O -16.97 14.18 17.48
C -16.91 14.76 19.82
C -17.56 15.27 20.86
H -20.49 16.26 19.47
H -19.33 15.48 17.51
H -15.88 14.55 20.07
H -17.11 15.38 21.84
O -19.50 28.56 25.75
C -19.74 27.92 24.69
C -19.11 28.09 23.38
C -19.34 27.37 22.24
C -20.38 26.26 22.22
O -20.74 25.78 21.20
C -20.98 26.01 23.50
C -20.66 26.71 24.65
H -18.55 29.01 23.33
H -18.62 27.67 21.50
H -21.83 25.37 23.68
H -20.99 26.64 25.68
O -21.58 20.23 20.35
C -21.42 20.44 21.52
C -22.08 21.70 22.14
C -22.03 21.88 23.46
C -21.37 21.03 24.50
O -21.26 21.45 25.61
C -20.74 19.90 23.84
C -20.80 19.63 22.52
H -22.61 22.40 21.51
H -22.51 22.72 23.93
H -20.12 19.22 24.40
H -20.34 18.74 22.13
O -20.21 17.10 26.35
C -19.22 16.31 26.37
C -18.86 15.40 27.52
C -17.94 14.45 27.35
C -17.00 14.35 26.26
O -16.15 13.42 26.14
C -17.39 15.11 25.13
C -18.36 16.15 25.18
H -19.60 15.49 28.31
H -17.80 13.76 28.18
H -16.85 14.89 24.22
H -18.65 16.72 24.31
O -28.75 21.80 26.07
C -28.08 21.45 25.07
C -26.67 21.81 25.05
C -25.81 21.45 24.06
C -26.29 20.79 22.75
O -25.75 20.76 21.67
C -27.71 20.43 22.88
C -28.56 20.67 23.95
H -26.21 22.10 25.98
H -24.76 21.50 24.27
H -28.09 19.84 22.06
H -29.61 20.42 23.85
O -20.37 24.39 15.29
C -20.26 23.22 15.66
C -20.55 22.72 16.99
C -20.51 21.36 17.34
C -20.27 20.27 16.37
O -20.14 19.11 16.66
C -20.09 20.83 15.03
C -20.13 22.12 14.72
H -20.85 23.49 17.69
H -20.75 21.19 18.38
H -19.83 20.19 14.20
H -19.83 22.41 13.72
Br -18.39 24.71 27.05
C -17.91 23.31 25.78
C -17.43 22.18 26.56
Br -17.24 20.60 25.35
H -17.17 23.71 25.08
H -18.85 23.05 25.29
H -18.06 22.10 27.44
H -16.42 22.46 26.87
Br -27.61 21.09 17.22
C -26.37 21.93 18.62
C -25.20 22.83 18.00
Br -24.21 23.51 19.59
H -25.78 21.14 19.08
H -27.02 22.46 19.32
H -25.56 23.72 17.48
H -24.47 22.19 17.49
Br -17.20 18.31 22.52
C -17.62 19.38 20.86
C -16.38 19.15 19.95
Br -16.49 20.45 18.35
H -17.83 20.41 21.16
H -18.48 19.00 20.30
H -16.25 18.10 19.69
H -15.53 19.48 20.54
```

For the calculated total energy, the calculation gives -18350.086601 hartree. The HOMO energy comes out at -10.227 eV. As for the SMILES: O=C1C=CC(=O)C=C1.O=C1C=CC(=O)C=C1.O=C1C=CC(=O)C=C1.O=C1C=CC(=O)C=C1.O=C1C=CC(=O)C=C1.O=C1C=CC(=O)C=C1.O=C1C=CC(=O)C=C1.BrCCBr.BrCCBr.BrCCBr.



Which maximum force belongs to each record? In order, 7.13; 1.25; 0.69; 5.20 eV Å⁻¹.